1.
Computed, not measured: C3H3N2S as an isolated structure, with wB97M-V/def2-TZVPD.

Geometry as XYZ:
```
9
Properties=species:S:1:pos:R:3:forces:R:3:mulliken_charge:R:1
S -2.377758 -0.102981 -0.065739 -0.371 0.485 -0.769 0.030
N -0.748088 0.294122 0.219819 1.989 -1.305 -0.586 0.005
N 1.347451 1.283509 0.122777 -2.195 1.765 1.396 -0.211
C 0.110901 1.335365 0.106647 0.631 -0.044 -0.506 0.442
C 0.257270 -0.657749 -0.241044 0.334 -0.614 0.418 -0.201
C 1.478464 -0.048725 -0.225475 1.371 0.296 -0.953 -0.115
H -2.696952 -0.185158 1.208257 -0.161 -0.010 0.786 0.228
H 0.115838 -1.675950 -0.603550 -0.894 0.420 0.259 0.413
H 2.512877 -0.242433 -0.521696 -0.704 -0.992 -0.046 0.409
```
Positions in Å, forces in eV/Å.

Values from the calculation:
Spin multiplicity: 1
Gap between HOMO and LUMO (alpha / beta) in eV: 7.40 / 7.40
HOMO (alpha / beta) in Ha: -0.5730 / -0.5730
Charge: +1
Relative energy (zero: lowest compared OMol25 entry of this formula, charge and spin) in kJ/mol: 401.6

2.
Computed, not measured: a 2-piece molecular cluster, C11H25BNO10PS overall, with wB97M-V/def2-TZVPD.

Geometry as XYZ:
```
50
Properties=species:S:1:pos:R:3:forces:R:3:mulliken_charge:R:1
S -7.627390 -4.547587 1.214569 -0.083 -0.285 0.346 1.096
P 0.690174 1.619685 -1.745166 3.461 0.541 -2.702 0.482
O -6.725174 -3.198967 1.380868 -0.948 -0.626 -0.096 -0.285
O -3.276262 -1.370515 0.998441 3.764 0.436 -1.382 -0.420
O -6.797326 -5.687937 1.533513 -1.320 1.334 -0.334 -0.542
O -8.914409 -4.314799 1.827591 1.770 -0.460 -0.591 -0.530
O 0.897942 3.055185 0.726093 0.077 -1.948 -1.986 -0.401
O -1.201609 2.028230 0.340013 0.095 -2.592 -0.500 -0.369
O 0.229116 0.046509 -2.332014 -0.922 1.538 0.041 -0.455
O -2.550796 0.815372 -1.241565 4.135 -0.023 7.573 -0.461
O 0.130841 2.916725 -2.763318 -1.813 -1.281 3.038 -0.541
O -7.804729 -4.484824 -0.404848 0.411 -0.202 0.964 -0.315
N -0.794164 -1.145502 1.600432 -0.770 1.046 -1.347 -0.711
C 5.211703 0.903241 -0.881585 -0.109 -0.845 -0.773 0.114
C 5.329565 -0.579771 -0.125333 0.580 0.652 -0.212 -0.877
C 2.335451 3.154788 0.436505 1.846 0.553 -0.096 -0.958
C 4.737618 2.091910 0.173852 0.368 -0.329 -0.414 -0.916
C 4.141131 0.678750 -2.129912 -0.207 0.161 0.822 -0.894
C -6.234513 -2.809158 0.100212 0.359 -0.079 -0.598 -0.245
C -1.912166 0.797356 -0.039499 -3.557 1.966 -6.369 0.424
C 3.219433 1.825282 0.803989 1.297 0.580 0.455 1.110
C 3.317041 1.764581 2.457373 -1.181 0.617 -0.851 -1.306
C -7.316534 -3.234708 -0.888655 -0.005 0.693 -0.065 -0.277
C 0.272494 1.882395 0.098658 -1.835 -0.733 1.671 0.381
B -2.025325 -0.582306 0.856339 -0.739 -2.136 1.613 0.396
H 6.274171 1.137232 -1.370413 -2.325 -0.192 1.269 0.413
H 5.573861 2.108893 1.024762 -1.977 0.113 -1.719 0.291
H -8.148338 -2.522928 -0.893147 0.115 -0.014 -0.017 0.285
H 4.722457 3.153183 -0.372690 0.231 -2.309 1.119 0.323
H -0.002092 -1.307214 0.939619 -0.672 0.330 0.922 0.306
H -0.662998 3.352214 -2.324373 0.959 -0.630 -0.990 0.357
H -6.043561 -1.733762 0.071397 -0.091 -0.212 0.244 0.324
H 3.789868 1.732210 -2.537550 0.560 -2.356 0.716 0.239
H -2.979045 -2.346562 0.989837 -0.576 2.199 0.608 0.307
H 2.213453 1.969354 2.846945 2.302 -0.634 -0.553 0.275
H -5.299570 -3.349542 -0.081994 -0.081 0.096 -0.087 0.186
H 4.566056 0.012862 -2.999811 -0.542 1.413 1.762 0.350
H 2.840757 0.823610 0.333630 0.429 2.027 0.969 0.010
H 3.947897 2.703492 2.777020 -1.022 -2.095 -0.423 0.357
H 2.579316 3.523184 -0.672469 -0.907 -1.041 2.250 0.295
H 3.717901 0.743679 2.868108 -0.641 2.131 -0.782 0.276
H 0.585342 0.912346 0.688835 -0.227 1.722 -1.344 -0.137
H 0.322119 -0.028781 -3.326890 -0.026 0.512 1.711 0.312
H 6.472310 -0.922507 -0.121025 -2.610 0.637 0.122 0.285
H -6.927337 -3.344667 -1.904385 -0.101 -0.213 0.228 0.305
H 4.949604 -0.477312 0.984461 0.722 -0.449 -2.216 0.154
H -0.491868 -0.503053 2.366284 -0.161 -0.729 -0.929 0.293
H 4.693383 -1.358017 -0.740529 1.317 1.461 1.482 0.255
H 3.223291 0.067721 -1.675681 1.800 1.586 -1.189 0.097
H 2.750906 4.030429 1.133507 -1.149 -1.928 -1.359 0.345
```
Positions in Å, forces in eV/Å.

Values from the calculation:
Spin multiplicity: 1
Gap between HOMO and LUMO in eV: 7.17
HOMO in Ha: -0.3043
Structure (SMILES): CC(C)C[C@@H](C)CO[C@@H](OC(=O)B(N)O)P(O)O.O=S1(=O)OCCO1

3.
Computed, not measured: a 2-piece molecular cluster, H4O overall, with wB97M-V/def2-TZVPD.

Geometry as XYZ:
```
5
Properties=species:S:1:pos:R:3:forces:R:3:mulliken_charge:R:1
O 0.573334 0.663152 -0.384284 0.746 0.882 -0.476 -0.641
H -0.989076 -1.154717 0.650906 -0.489 -0.561 0.328 -0.247
H 0.987124 0.684172 -1.276803 -0.432 0.007 0.969 0.322
H -1.449955 -1.684197 0.959986 0.486 0.558 -0.325 0.245
H 0.878574 1.491592 0.050196 -0.312 -0.884 -0.496 0.322
```
Positions in Å, forces in eV/Å.

Values from the calculation:
Spin multiplicity: 1
Gap between HOMO and LUMO in eV: 12.66
HOMO in Ha: -0.4295
Structure (SMILES): [H][H].O
Relative energy (zero: lowest compared OMol25 entry of this formula, charge and spin) in kJ/mol: 0.0

The evaluated max |F| for the records listed, in turn: 3.1 8.6 1.2 eV/A.
The evaluated molecular weight for the records listed, in turn: 99.14 405.17 20.03 g/mol.